This record from the OMol25 dataset describes C4H5NO in the gas phase. The level of theory is ωB97M-V/def2-TZVPD.

ΔE to the lowest compared entry with this formula, charge and spin = 5.270 eV
E_HOMO = -9.69 eV
Frontier orbital gap = 9.4466 eV
Total charge = 0
LUMO level = -0.24 eV
Total energy = -7761.25642 eV

CARTESIAN COORDINATES (ANGSTROEM)
C -1.3448 -0.5069 0.7431
C -0.3424 0.6059 0.5865
C 2.1267 -0.6941 -0.9072
O 1.4870 0.3733 -1.3733
C 0.4434 0.7684 -0.5870
N -0.4841 1.5937 -0.6288
H -2.2190 -0.1748 1.3114
H -1.6790 -0.8659 -0.2352
H -0.8843 -1.3463 1.2754
H -0.0057 1.0804 1.5091
H 2.9020 -0.8338 -1.6941